## A
# C5H8N2

C5H8N2 in the gas phase (wB97M-V/def2-TZVPD, the Open Molecules 2025 dataset).

Cartesian coordinates (Å):
C: -1.950 -0.442 0.204
N: -0.762 0.324 -0.095
C: 0.432 -0.106 -0.800
C: 1.351 1.047 -0.826
C: 1.454 -0.890 0.144
C: 0.690 1.866 0.143
N: -0.525 1.456 0.512
H: -2.236 -1.039 -0.667
H: -2.762 0.248 0.442
H: -1.788 -1.113 1.057
H: 0.193 -0.716 -1.674
H: 2.200 -0.267 0.649
H: 2.010 -1.584 -0.484
H: 0.872 -1.410 0.904
H: 1.071 2.780 0.578

Calculated values
Kohn-Sham gap (eV): 8.423
LUMO level (eV): 0.1
Total charge: 0
HOMO energy (eV): -8.31

Atom charges from the Mulliken analysis, given in e for atoms 1 to 5:
1. C -0.76
2. N 0.63
3. C 0.23
4. C -0.91
5. C -1.08

=====

## B
# C5H8N2

C5H8N2 in the gas phase (wB97M-V/def2-TZVPD, the Open Molecules 2025 dataset).

Cartesian coordinates (Å):
C: 1.716 -0.349 -1.646
N: 0.418 -0.786 -1.062
C: -0.427 0.348 -0.525
C: -0.935 0.310 0.866
C: -0.608 0.540 2.293
C: -1.768 -0.046 -0.062
N: 0.034 -1.936 -1.061
H: 1.532 0.310 -2.502
H: 2.229 -1.254 -1.967
H: 2.302 0.193 -0.897
H: -0.203 1.284 -1.048
H: -1.514 0.495 2.903
H: -0.140 1.520 2.431
H: 0.092 -0.219 2.660
H: -2.729 -0.411 -0.384

Calculated values
Kohn-Sham gap (eV): 8.431
LUMO level (eV): 0.9
Total charge: 0
HOMO energy (eV): -7.51

Atom charges from the Mulliken analysis, given in e for atoms 1 to 5:
1. C -0.86
2. N 0.58
3. C -0.46
4. C 0.43
5. C -1.02

=====

## C
# C5H8N2

C5H8N2 in the gas phase (wB97M-V/def2-TZVPD, the Open Molecules 2025 dataset).

Cartesian coordinates (Å):
C: 1.385 -1.055 2.216
C: 0.631 -0.485 1.043
C: 0.212 -1.333 0.112
N: -0.475 -0.644 -0.990
C: -0.562 0.654 -0.820
N: -1.254 1.643 -1.916
C: -0.614 1.930 -0.622
H: 2.400 -0.633 2.262
H: 0.907 -0.772 3.164
H: 1.492 -2.157 2.216
H: 0.263 -2.417 -0.052
H: -0.960 -1.087 -1.758
H: -2.268 1.677 -1.999
H: -0.761 1.852 -2.782
H: -0.394 2.828 -0.076

Calculated values
Kohn-Sham gap (eV): 6.402
LUMO level (eV): 0.1
Total charge: 0
HOMO energy (eV): -6.25

Atom charges from the Mulliken analysis, given in e for atoms 1 to 5:
1. C -1.02
2. C -0.35
3. C -0.44
4. N -0.06
5. C 0.32

=====

C is the least stable structure shown above.